Record 1
Density functional theory data (ωB97M-V with the def2-TZVPD basis set) for a 2-piece molecular cluster, ClH2O2P overall at a distorted geometry.

Each line ends with the natural charge from an NBO analysis.
Geometry (Å):
Cl -1.933 1.041 0.077  -0.42
P -1.334 -1.035 0.042  1.38
O -1.092 -1.369 -1.339  -0.97
O 1.617 0.111 0.332  -0.93
H 0.836 0.470 -0.066  0.46
H 1.906 0.781 0.953  0.47

Force components x, y, z for each atom (eV/Å):
Cl 0.3 -0.8 0.1
P -0.5 1.0 0.8
O 0.2 -0.4 -0.9
O 0.4 -0.6 0.2
H -0.5 0.6 -0.5
H 0.1 0.2 0.2

Output
E_tot = -25939.4391 eV
LUMO level = -1.242 eV
structure (SMILES) = O=PCl.O
HOMO level = -11.11 eV
gap between HOMO and LUMO = 9.9 eV

---

Record 2
Density functional theory data (ωB97M-V with the def2-TZVPD basis set) for C42H51BaClFN3O6 as an isolated structure.

Each line ends with the Mulliken charge.
Geometry (Å):
Ba -1.524 -0.366 -0.804  0.71
Cl -4.534 7.093 0.965  -0.30
F -2.312 -2.511 -1.485  -0.87
O 0.952 -2.803 3.115  -0.85
O -2.737 -1.617 1.557  0.14
O -2.757 1.507 0.783  0.41
O -4.476 -0.582 -0.757  -0.07
O 1.613 -2.249 -3.742  -0.85
O -2.689 1.880 -2.080  -0.02
N 1.832 -0.942 2.039  0.30
N 0.462 -0.530 -2.689  1.19
N 0.905 -2.015 -0.345  0.39
C 3.691 0.048 -2.011  -1.50
C 3.101 2.364 -1.259  -1.97
C 1.041 -2.779 0.746  0.07
C 2.262 1.507 4.772  -0.85
C 1.720 2.493 -5.332  -1.25
C -3.068 2.993 -1.743  -1.13
C 1.897 1.300 -3.243  0.80
C 1.274 -2.128 2.104  -0.18
C -1.188 -1.599 -5.003  -1.60
C 5.590 -1.908 3.138  -1.63
C 4.105 -2.131 3.432  1.15
C 0.961 -4.777 -0.560  -0.98
C 1.044 -4.164 0.679  -0.70
C -3.730 4.843 -0.334  -0.89
C 3.910 -3.257 4.448  -1.55
C -0.969 -0.155 -5.454  0.82
C 3.365 1.001 5.445  -1.41
C 0.663 1.786 1.543  -0.50
C -3.422 3.389 2.014  -0.58
C 0.883 -2.608 -1.539  0.92
C 0.474 1.442 3.026  0.79
C 1.717 0.858 3.671  0.83
C -3.994 5.427 0.870  0.12
C -3.834 4.689 2.057  -0.61
C -0.736 0.535 3.260  -0.66
C 2.316 2.313 -4.091  -0.39
C -5.381 0.478 -0.553  -0.76
C 0.228 0.618 -4.884  0.30
C 2.567 1.085 -1.899  2.39
C -2.302 -2.979 1.609  -0.37
C -4.713 -1.690 0.105  -0.38
C 0.916 -3.990 -1.693  -0.65
C -4.143 -1.463 1.495  -0.63
C 3.931 -0.180 4.994  -0.52
C 0.847 0.431 -3.637  -0.49
C 3.421 -0.858 3.892  1.07
C 2.293 -0.348 3.213  -0.86
C 0.692 1.650 -5.706  -0.73
C -3.297 3.506 -0.415  1.31
C 0.992 -1.739 -2.789  -0.97
C -3.127 2.709 0.776  -0.12
C -2.256 0.652 -5.245  -1.31
H 6.044 -2.823 2.746  0.44
H 4.061 -0.211 -1.016  0.23
H -0.561 -0.464 2.862  -0.25
H 0.276 2.387 3.547  0.64
H -2.153 1.673 -5.621  0.36
H 0.217 1.783 -6.675  0.35
H -5.795 -1.871 0.174  0.40
H -2.276 -3.411 0.605  0.19
H -3.094 0.175 -5.763  0.42
H -0.250 2.240 1.147  0.09
H 1.820 0.658 -1.228  -0.75
H 5.728 -1.115 2.401  0.36
H 0.915 0.886 0.978  -0.65
H -4.348 -0.444 1.830  0.09
H -2.504 0.721 -4.186  0.16
H 3.423 2.153 -0.237  0.38
H -5.295 0.912 0.448  0.29
H -0.311 -2.215 -5.195  0.30
H 4.376 -3.000 5.405  0.32
H 3.116 2.976 -3.780  0.25
H -3.288 2.820 2.926  0.40
H -5.146 1.251 -1.282  0.09
H -0.924 0.424 4.332  0.50
H 1.482 2.497 1.410  0.51
H 0.959 -5.859 -0.639  0.34
H -4.038 5.169 3.007  0.40
H 3.776 1.519 6.304  0.33
H 2.052 3.283 -5.996  0.37
H -1.627 0.939 2.777  -0.14
H -4.615 -2.162 2.200  0.38
H -1.398 -1.671 -3.934  0.18
H 4.366 -4.185 4.088  0.41
H 2.339 3.146 -1.218  0.42
H 0.910 -4.396 -2.693  0.52
H 3.632 -2.434 2.498  0.06
H 2.845 -3.429 4.605  0.32
H -1.308 -2.981 2.053  -0.09
H -0.785 -0.190 -6.535  0.41
H 1.121 -4.717 1.605  0.44
H -3.296 3.732 -2.542  0.10
H -2.971 -3.556 2.260  0.40
H 6.140 -1.627 4.041  0.28
H 4.521 0.457 -2.599  0.43
H 3.353 -0.864 -2.504  0.32
H 3.966 2.758 -1.802  0.49
H -6.412 0.134 -0.711  0.34
H 1.801 2.430 5.109  0.34
H -3.851 5.411 -1.250  0.35
H -4.220 -2.538 -0.373  0.17
H 4.795 -0.588 5.510  0.25
H -2.044 -2.013 -5.545  0.51

Force components x, y, z for each atom (eV/Å):
Ba -0.1 -0.1 0.2
Cl 0.0 0.0 0.0
F 0.0 0.1 0.1
O 0.0 0.0 0.0
O -0.1 0.0 0.0
O 0.0 0.1 -0.2
O -0.1 -0.1 0.0
O 0.1 0.2 0.0
O 0.1 0.1 0.1
N 0.0 -0.1 0.1
N 0.0 -0.1 -0.1
N 0.1 0.0 -0.1
C 0.0 0.0 0.0
C 0.0 0.0 0.0
C 0.0 0.1 0.0
C 0.0 0.0 0.0
C 0.0 0.0 0.0
C 0.0 0.0 -0.1
C 0.0 0.0 0.0
C -0.1 0.0 0.0
C 0.1 0.0 0.1
C 0.0 0.0 0.0
C 0.0 0.0 0.0
C 0.0 0.0 0.0
C 0.0 0.0 0.1
C 0.0 0.1 0.0
C 0.0 0.0 0.0
C 0.1 0.0 0.1
C 0.0 0.0 0.0
C 0.0 0.0 0.0
C 0.0 0.0 0.0
C 0.1 -0.1 -0.1
C 0.0 0.0 0.0
C 0.0 0.0 0.0
C 0.0 0.0 0.0
C 0.0 0.0 0.1
C 0.0 0.0 0.0
C 0.0 0.0 0.0
C 0.0 0.0 0.0
C -0.1 0.0 -0.1
C 0.1 0.0 0.0
C 0.0 0.1 0.0
C 0.0 0.1 0.0
C 0.0 0.0 0.0
C 0.1 -0.1 0.0
C 0.0 0.0 0.0
C 0.0 0.0 -0.1
C 0.0 0.0 0.1
C 0.0 0.0 -0.1
C 0.0 0.0 0.0
C 0.0 -0.1 0.0
C 0.0 -0.1 0.1
C 0.0 0.0 0.1
C 0.0 0.0 0.0
H 0.0 0.0 0.0
H 0.0 0.0 0.0
H 0.0 0.0 0.0
H 0.0 0.0 0.0
H 0.0 0.0 0.0
H 0.0 0.0 0.0
H 0.0 0.0 0.0
H 0.0 0.0 0.0
H 0.0 0.0 0.0
H 0.0 0.0 0.0
H 0.0 0.0 0.0
H 0.0 0.0 0.0
H 0.0 0.0 0.0
H 0.0 0.0 0.0
H 0.0 0.0 0.0
H 0.0 0.0 0.0
H 0.0 0.0 0.0
H 0.0 0.0 0.0
H 0.0 0.0 0.0
H 0.0 0.0 0.0
H 0.0 0.0 0.0
H 0.0 0.0 0.0
H 0.0 0.0 0.0
H 0.0 0.0 0.0
H 0.0 0.0 0.0
H 0.0 0.0 0.0
H 0.0 0.0 0.0
H 0.0 0.0 0.0
H 0.0 0.0 0.0
H 0.0 0.0 0.0
H -0.1 0.0 -0.1
H 0.0 0.0 0.0
H 0.0 0.0 0.0
H 0.0 0.0 0.0
H 0.0 0.0 0.0
H 0.0 0.0 0.0
H 0.0 0.0 0.0
H 0.0 0.0 0.0
H 0.0 0.0 0.0
H 0.0 0.0 0.0
H 0.0 0.0 0.0
H 0.0 0.0 0.0
H 0.0 0.0 0.0
H 0.0 0.0 0.0
H 0.0 0.0 0.0
H 0.0 0.0 0.0
H 0.0 0.0 0.0
H 0.0 0.0 0.0
H 0.0 0.0 0.0
H 0.0 0.0 0.0
H 0.0 0.0 0.0

Output
E_tot = -77077.6836 eV
LUMO level = 3.742 eV
charge = -2
HOMO level = -2.55 eV
gap between HOMO and LUMO = 6.3 eV

---

Record 3
Density functional theory data (ωB97M-V with the def2-TZVPD basis set) for one molecule with the formula C6H10O at a distorted geometry.

Each line ends with the natural charge from an NBO analysis.
Geometry (Å):
O 1.367 1.491 -0.612  -0.72
C -1.978 -0.790 0.380  -0.15
C -0.963 -0.086 -0.154  -0.23
C 0.384 -0.588 -0.234  -0.26
C 1.507 0.106 -0.418  0.29
C -3.212 -0.105 0.922  -0.65
C 2.818 -0.273 0.198  -0.66
H -3.989 -0.829 1.182  0.21
H 3.650 0.258 -0.264  0.21
H 2.825 -0.154 1.277  0.23
H -3.603 0.650 0.238  0.22
H 3.024 -1.339 0.042  0.22
H -2.873 0.318 1.867  0.22
H -1.920 -1.871 0.316  0.19
H 0.548 -1.651 -0.098  0.20
H -1.204 0.938 -0.436  0.21
H 1.880 1.726 -1.393  0.47

Force components x, y, z for each atom (eV/Å):
O 0.1 -0.3 -0.3
C 0.2 0.4 -1.1
C -1.0 0.1 0.0
C 0.5 -0.9 -1.0
C -0.6 1.5 1.4
C 0.4 -0.9 0.0
C 0.5 -1.2 -1.1
H 0.0 0.1 -0.2
H 0.0 0.2 0.2
H -0.1 0.5 0.1
H 0.0 0.1 0.2
H -0.1 0.1 -0.1
H -0.4 0.5 0.0
H 0.1 -0.1 0.8
H -0.2 -0.1 0.5
H 0.6 0.2 0.4
H 0.1 0.1 0.1

Output
E_tot = -8429.8959 eV
LUMO level = 0.900 eV
structure (SMILES) = C/C=C/C=C(/C)O
HOMO level = -7.87 eV
gap between HOMO and LUMO = 8.8 eV

---

Record 4
Density functional theory data (ωB97M-V with the def2-TZVPD basis set) for an isolated ion of composition C6H13N2 and charge +1 at a distorted geometry.

Each line ends with the natural charge from an NBO analysis.
Geometry (Å):
N -0.456 0.366 1.121  -0.52
N -2.553 0.437 0.191  -0.70
C 0.327 -0.418 0.128  0.04
C 1.712 0.009 0.328  -0.62
C -1.761 0.687 1.162  0.38
C -0.061 -0.021 -1.244  -0.27
C -0.081 1.264 -1.558  -0.33
C 0.346 -1.838 0.593  -0.60
H 0.186 0.425 1.931  0.43
H 2.176 -0.297 -0.611  0.25
H -0.490 -0.692 -2.024  0.24
H 0.158 -1.835 1.648  0.22
H -0.416 -2.461 0.264  0.23
H 1.274 -2.201 0.568  0.23
H -2.213 -0.035 -0.589  0.44
H -3.463 0.712 0.445  0.44
H -0.543 1.699 -2.506  0.24
H 1.940 1.066 0.320  0.23
H 2.136 -0.365 1.218  0.22
H -1.957 1.261 2.129  0.25
H 0.483 1.948 -0.930  0.20

Force components x, y, z for each atom (eV/Å):
N -0.8 0.1 0.8
N -1.2 1.0 1.9
C -0.7 0.4 0.5
C 2.0 1.5 -1.6
C 5.2 0.5 2.9
C -2.0 -0.2 -2.0
C 0.1 1.1 -1.6
C -2.8 1.2 1.1
H -1.5 0.7 -0.1
H 0.9 -0.6 0.6
H 0.3 -0.1 1.0
H -0.1 0.3 0.9
H -1.2 -1.3 -1.3
H 3.4 -2.0 -1.0
H 0.0 -0.8 -1.8
H -1.6 -0.1 -1.0
H 0.9 -0.9 1.3
H -0.6 0.6 0.1
H 0.8 -0.8 0.9
H -0.7 -0.9 -1.7
H -0.6 0.3 0.1

Output
E_tot = -9404.7513 eV
LUMO level = -3.137 eV
structure (SMILES) = C=CC(C)(C)/[NH+]=C\N
charge = +1
HOMO level = -14.05 eV
gap between HOMO and LUMO = 10.9 eV